C10H14Cl3FeN2OTe4 | the ωB97M-V functional and the def2-TZVPD basis

multiplicity = 5
net charge = -1
gap between HOMO and LUMO (alpha / beta) = 5.3167 / 5.1124 eV
HOMO (alpha / beta) = -3.34 / -3.34 eV
<S²> = 6.0408
E_tot = -116753.8874 eV

Cartesian coordinates (Å):
Te  2.97227  -2.18933  -0.05086
Te  4.53431  -4.15628  -0.85849
Te  7.14321  -1.35790  1.41472
Te  4.72222  -0.30004  1.36042
Fe  2.23748  0.25201  0.56519
Cl  2.90661  2.81615  1.20699
Cl  -0.61307  6.94266  1.16242
Cl  -2.00723  2.11232  -0.76004
O  0.80504  1.39515  -0.15101
N  -0.13803  -1.43050  -0.47452
N  0.09189  -0.97399  0.86579
C  -1.31107  -2.57810  -2.18877
C  -1.31115  -2.29345  -0.68919
C  1.35704  3.50501  0.80783
C  -1.09106  -3.59612  0.07791
C  -1.13992  4.45452  0.23300
C  -0.80006  3.14935  -0.06856
C  0.47990  2.60864  0.16890
C  -0.19993  5.28696  0.81605
C  -2.64440  -1.65915  -0.28524
C  1.06331  4.81303  1.12472
H  -1.41936  -1.65078  -2.75752
H  -2.70334  -1.47707  0.79070
H  1.80006  5.44729  1.59559
H  -1.16327  -3.45129  1.15839
H  0.19589  -1.81189  1.42607
H  -2.78860  -0.71181  -0.80267
H  -0.10772  -4.00767  -0.15502
H  -0.71004  -0.42284  1.16672
H  -0.18608  -0.58807  -1.03828
H  -2.13711  4.81088  0.01783
H  -1.85215  -4.32902  -0.19636
H  -0.37366  -3.05041  -2.48291
H  -2.14024  -3.23651  -2.45267
H  -3.47172  -2.32171  -0.54710

Atom charges from the natural (NBO) analysis, given in e for atoms 1 to 5:
1 Te -0.23
2 Te -0.44
3 Te -0.43
4 Te -0.32
5 Fe 1.18



C10H14Cl3MnN5O3S2 | the ωB97M-V functional and the def2-TZVPD basis

net charge = -1
gap between HOMO and LUMO (alpha / beta) = 6.3580 / 6.3431 eV
HOMO (alpha / beta) = -4.09 / -4.08 eV
E_tot = -114749.8971 eV

Cartesian coordinates (Å):
Mn  -0.10636  -1.89491  0.20973
Cl  -5.06241  -3.85390  -0.43627
Cl  -5.15840  -1.00583  -1.01787
Cl  -5.24430  -1.93343  1.73358
S  0.63433  -5.03436  0.69566
S  -1.00690  1.25011  -1.33137
O  3.04347  -0.03430  -1.47479
O  0.99999  0.94194  2.79657
O  -0.16544  -0.67053  1.76893
N  1.72170  -1.16488  0.05466
N  0.06107  -1.90288  -1.84391
N  -0.43293  2.95829  0.61548
N  -1.96073  -2.11252  0.18575
N  1.30332  2.42492  -0.77001
C  2.15131  -0.46340  1.23543
C  1.48331  -1.72446  -2.20993
C  -3.11161  -2.17793  0.18165
C  0.91156  -0.00216  2.00974
C  2.22723  3.25202  -0.02499
C  2.17288  -0.86996  -1.14393
C  0.01528  2.26294  -0.45087
C  -4.55169  -2.23916  0.12357
C  -1.72464  2.68124  1.21176
C  0.25071  -3.50563  0.44629
H  -0.44209  -1.06176  -2.12224
H  2.80093  0.37920  1.01481
H  2.31097  2.92047  1.01546
H  1.92728  4.30427  -0.04694
H  2.70537  -1.13671  1.90148
H  1.70246  1.80532  -1.46950
H  3.20422  3.16258  -0.49434
H  -0.34696  -2.69644  -2.32273
H  0.27630  3.25659  1.26514
H  -2.51220  2.82136  0.47463
H  -1.87099  3.37873  2.03555
H  -1.77268  1.65606  1.58540
H  1.95696  -2.70777  -2.21180
H  1.60970  -1.26311  -3.18978

Atom charges from the natural (NBO) analysis, given in e for atoms 1 to 5:
1 Mn 0.33
2 Cl 0.04
3 Cl 0.05
4 Cl 0.05
5 S -0.18



C10H14Cl8O5 | the ωB97M-V functional and the def2-TZVPD basis

gap between HOMO and LUMO = 7.6709 eV
HOMO = -9.39 eV
E_tot = -121012.4762 eV

Cartesian coordinates (Å):
Cl  4.83067  2.71425  -18.13003
Cl  10.64621  5.14436  -18.52641
Cl  3.61626  0.13655  -17.69951
Cl  3.40872  6.34628  -6.52451
Cl  10.36553  5.84234  -9.31607
Cl  3.87914  3.61033  -7.35018
Cl  10.32866  3.94171  -15.77082
Cl  11.97332  4.95317  -11.66630
O  7.78460  4.49649  -10.94437
O  6.87948  5.69741  -8.42689
O  5.03908  4.11056  -10.65140
O  4.47109  4.17372  -15.35503
O  7.27509  4.53883  -15.73085
C  5.57139  4.19311  -11.74883
C  3.36691  1.78401  -18.40998
C  4.76567  4.26390  -13.03935
C  7.55388  4.41619  -13.29350
C  3.50491  5.21459  -7.89303
C  7.05507  4.31604  -12.01653
C  6.82820  4.43882  -14.54072
C  10.00036  3.79816  -17.51191
C  11.22469  4.43231  -10.11002
C  5.32353  4.30069  -14.29420
H  10.46364  2.88710  -17.89066
H  8.92441  3.70752  -17.66098
H  10.52640  3.65630  -10.42354
H  3.69213  4.18806  -12.94904
H  6.54788  6.57456  -8.23481
H  3.14736  1.75443  -19.47723
H  4.98836  4.05441  -16.15490
H  4.16681  5.53088  -8.69922
H  2.51823  2.25315  -17.91225
H  7.22334  5.38247  -7.59094
H  8.60960  4.63927  -13.33923
H  2.59431  5.20760  -8.49207
H  11.99591  4.02453  -9.45654
H  7.23777  4.73619  -10.19262

Atom charges from the natural (NBO) analysis, given in e for atoms 1 to 5:
1 Cl -0.02
2 Cl -0.04
3 Cl -0.04
4 Cl -0.03
5 Cl -0.05



C10H14ClN3O2 | the ωB97M-V functional and the def2-TZVPD basis

gap between HOMO and LUMO = 9.8388 eV
HOMO = -9.15 eV
E_tot = -31684.7332 eV

Cartesian coordinates (Å):
Cl  -2.15138  -1.96725  1.83772
O  0.54353  -2.33910  -0.41549
O  -0.29118  1.94263  -1.79529
N  1.02472  -0.12434  -0.49308
N  1.39933  -0.59702  2.45531
N  0.95632  -0.55478  3.70219
C  -1.48906  -0.08954  -2.17162
C  1.06995  -0.02295  -1.93187
C  -2.18126  0.74944  -1.09583
C  -0.18720  0.68640  -2.46044
C  0.46589  -1.08411  1.60182
C  -0.28420  -1.00014  3.68746
C  2.74595  -0.20315  2.15136
C  -1.63290  2.14241  -1.39687
C  0.66449  -1.26802  0.13876
C  -0.64882  -1.36022  2.38286
H  -0.86456  -1.05749  4.58450
H  -3.26550  0.70845  -1.15999
H  -1.28381  -1.10385  -1.83814
H  0.91303  0.76057  -0.01976
H  3.32400  -0.26508  3.07145
H  3.17023  -0.86825  1.40051
H  1.13529  -1.03199  -2.34090
H  -2.10254  -0.13853  -3.07075
H  -2.20044  2.61118  -2.21373
H  1.95512  0.55210  -2.21658
H  -1.87747  0.42727  -0.09920
H  -1.62710  2.81426  -0.53709
H  -0.06192  0.85672  -3.53936
H  2.78151  0.82436  1.78206

Atom charges from the natural (NBO) analysis, given in e for atoms 1 to 5:
1 Cl 0.04
2 O -0.59
3 O -0.54
4 N -0.61
5 N -0.13